Record 1
Computed, not measured: a structure of composition C38H34CuN5O3P2S3Te in a non-equilibrium geometry, with ωB97M-V with the def2-TZVPD basis set.

Computed properties:
gap between HOMO and LUMO (alpha / beta) = 0.178 / 0.262 Ha
2S+1 = 2
expectation value of S² = 0.768
ΔE to the lowest compared entry with this formula, charge and spin = 38.7 kcal per mole
charge = -1

```
87
Properties=species:S:1:pos:R:3:forces:R:3
Cu -1.1860 1.5317 1.2872 0.3 -0.8 0.4
C -0.6689 5.6269 0.8523 -0.2 -0.3 0.0
C -1.2378 4.2407 0.9794 0.4 0.6 0.4
N -0.7507 3.3841 1.8849 -0.4 -0.5 -0.3
N 0.2988 3.7280 2.6642 1.1 0.7 0.4
C 0.6162 3.0378 3.7726 -0.2 0.3 0.0
N 1.7783 3.4325 4.4178 0.0 0.2 -0.2
S -0.3538 1.8505 4.4081 -0.1 -0.2 0.2
C -2.2593 3.7407 0.1444 -0.2 -0.1 -0.2
C -2.9805 4.5185 -0.7928 0.1 0.1 -0.1
C -3.9557 3.9516 -1.5637 0.0 -0.1 0.1
C -4.2730 2.5967 -1.3881 0.0 0.0 0.1
C -3.5441 1.8859 -0.4620 -0.5 -0.1 -0.2
N -2.5631 2.4008 0.2664 -0.2 0.5 0.0
H -0.4459 6.0437 1.8363 0.0 0.1 0.0
H -1.3632 6.2964 0.3570 0.0 0.1 0.0
H 0.2583 5.6094 0.2713 0.1 0.1 0.0
H 0.9734 4.4112 2.3171 -0.2 -0.2 0.1
H 2.5454 3.7224 3.8230 -0.1 -0.1 0.0
H 2.0551 2.7696 5.1282 -0.1 0.1 -0.1
H -2.7580 5.5683 -0.8986 0.0 0.1 -0.1
H -4.4813 4.5443 -2.2984 0.0 0.1 0.0
H -5.0281 2.1157 -1.9846 0.0 -0.1 -0.1
H -3.7476 0.8388 -0.2891 0.0 -0.1 0.0
Te 2.7715 -1.2286 -0.8727 -0.7 -0.7 0.5
C 2.3211 -3.3246 -0.7958 0.2 0.0 -0.1
C 1.3132 -3.7741 0.0480 0.0 0.2 0.1
C 0.9571 -5.1072 0.0310 -0.1 0.1 0.1
N 1.5196 -6.0042 -0.7642 -0.1 -0.5 -0.1
C 2.4810 -5.5775 -1.5657 0.2 -0.1 -0.2
C 2.9274 -4.2676 -1.6156 0.1 0.2 0.2
C 0.7397 -0.8877 -0.3077 0.4 1.6 -0.9
P -0.3057 -0.5203 -1.6704 0.6 -1.2 0.9
C 0.3212 -1.5832 -2.9994 0.1 -0.1 0.2
C -0.0589 -2.9157 -2.9773 0.0 0.2 0.1
C 0.4694 -3.7951 -3.9063 0.0 -0.2 -0.1
C 1.3763 -3.3441 -4.8473 0.0 -0.1 0.0
C 1.7452 -2.0074 -4.8752 0.1 0.1 0.1
C 1.2269 -1.1216 -3.9500 -0.1 -0.1 0.0
C -1.9690 -1.0712 -1.1475 0.2 0.0 -0.2
C -3.0775 -1.0578 -1.9893 -0.1 -0.1 0.0
C -4.3027 -1.4998 -1.5172 -0.1 0.0 0.0
C -4.4446 -1.9281 -0.2076 0.0 0.0 0.0
C -3.3449 -1.9353 0.6343 -0.1 0.0 0.1
C -2.1153 -1.5138 0.1650 0.1 -0.1 0.0
P 0.4624 0.1253 1.1332 0.6 -0.5 0.3
C 0.7222 -1.0452 2.5154 -0.3 0.2 0.1
C -0.3241 -1.1842 3.4227 0.1 -0.1 -0.1
C -0.1964 -2.0171 4.5207 -0.1 -0.2 0.1
C 0.9738 -2.7369 4.7079 -0.1 0.0 0.1
C 2.0065 -2.6315 3.7892 0.1 0.0 0.0
C 1.8852 -1.7884 2.6992 0.0 0.0 -0.1
C 1.9335 1.2007 1.2625 0.0 0.1 0.1
C 2.8386 1.1934 2.3187 -0.2 0.0 -0.1
C 3.9164 2.0647 2.3202 0.2 0.0 0.0
C 4.0943 2.9654 1.2822 0.0 0.1 0.1
C 3.1683 3.0074 0.2479 0.1 0.1 -0.2
C 2.0993 2.1337 0.2373 -0.1 -0.1 0.1
H 0.7926 -3.0803 0.6900 -0.1 0.0 0.0
H 0.1719 -5.4831 0.6759 -0.1 0.1 0.1
H 2.9019 -6.3340 -2.2160 0.2 0.0 -0.1
H 3.7112 -3.9829 -2.3008 0.1 0.0 -0.1
H -0.7718 -3.2572 -2.2389 0.0 -0.1 0.0
H 0.1823 -4.8366 -3.8891 0.0 -0.1 0.0
H 1.8012 -4.0344 -5.5631 0.0 0.0 -0.1
H 2.4442 -1.6616 -5.6234 0.0 0.1 0.0
H 1.4904 -0.0716 -3.9887 0.0 0.0 0.0
H -2.9875 -0.6980 -3.0003 -0.2 -0.2 0.2
H -5.1572 -1.4881 -2.1787 -0.1 0.0 -0.1
H -5.4095 -2.2548 0.1535 -0.1 0.0 0.0
H -3.4412 -2.2643 1.6585 0.0 0.0 0.1
H -1.2592 -1.5336 0.8249 -0.2 -0.2 -0.1
H -1.2223 -0.5986 3.2705 0.0 0.0 0.1
H -1.0066 -2.0950 5.2331 0.0 0.0 0.0
H 1.0856 -3.3811 5.5703 0.0 0.0 0.0
H 2.9193 -3.1979 3.9228 0.0 0.0 0.0
H 2.7019 -1.7022 1.9898 -0.1 0.0 0.1
H 2.6975 0.5123 3.1448 0.0 0.0 0.0
H 4.6273 2.0281 3.1359 0.0 0.0 0.0
H 4.9428 3.6365 1.2868 0.0 0.0 0.0
H 3.2853 3.7131 -0.5627 0.0 0.1 0.0
H 1.3726 2.1633 -0.5675 0.1 0.1 0.0
O -2.8295 1.4983 -3.7732 -0.2 0.1 0.0
S -1.5162 1.0050 -4.0921 -0.2 0.6 -1.0
O -1.4295 -0.4354 -4.2117 -0.4 0.2 -0.4
O -0.7877 1.7354 -5.0948 0.1 0.2 0.0
S -0.3703 1.4300 -2.3119 0.1 0.0 0.0
```
Forces are in eV/Å.

Löwdin atomic charge list, values in e, 8 entries: Cu 0.20; C -0.04; C -0.29; N -0.06; N -0.03; C -0.90; N 0.06; S 0.65

Record 2
Computed, not measured: a cluster of 2 separate species, C3H5N3 in total in a non-equilibrium geometry, with ωB97M-V with the def2-TZVPD basis set.

Computed properties:
gap between HOMO and LUMO = 0.388 Ha
ΔE to the lowest compared entry with this formula, charge and spin = 53.8 kcal per mole

```
11
Properties=species:S:1:pos:R:3:forces:R:3
C -1.9612 -0.2137 0.0249 -0.4 -0.1 0.1
N -0.6495 -0.0521 -0.5337 0.3 0.5 -0.2
C 0.2725 0.6210 -0.1696 -0.5 -0.6 -0.2
N 1.2453 1.3518 0.0837 -1.0 0.4 0.2
C 2.4466 -1.0309 0.0524 -0.4 -1.1 -0.1
N 1.5476 -1.7447 -0.0654 1.1 0.4 0.2
H -2.6242 -0.4668 -0.8011 -0.1 -0.1 0.2
H -1.9916 -1.0087 0.7723 0.0 0.0 -0.1
H -2.3011 0.7236 0.4810 0.0 -0.2 0.0
H 0.7089 2.2292 -0.0111 1.1 0.7 0.0
H 3.3067 -0.4087 0.1665 -0.1 0.1 0.0
```
Forces are in eV/Å.

natural (NBO) atomic charge list, values in e, 8 entries: C -0.41; N -0.48; C 0.67; N -0.77; C 0.08; N -0.34; H 0.21; H 0.21

Record 3
Computed, not measured: an isolated molecule of C3H10N2S in a non-equilibrium geometry, with ωB97M-V with the def2-TZVPD basis set.

Computed properties:
gap between HOMO and LUMO = 0.364 Ha
ΔE to the lowest compared entry with this formula, charge and spin = 15.2 kcal per mole

```
16
Properties=species:S:1:pos:R:3:forces:R:3
N 0.7373 -1.1688 0.8124 0.0 0.1 -0.3
C 0.4244 0.0629 0.0885 -1.5 2.2 1.7
C -0.7640 -0.0966 -0.8662 0.3 -2.0 0.4
S -2.3956 -0.4050 -0.0362 1.0 0.1 1.0
C 1.6964 0.6166 -0.5476 -0.4 -0.1 -0.7
N 2.4767 1.4018 0.3620 0.6 -0.2 0.6
H 0.0712 -1.2402 1.5691 0.2 -0.4 0.2
H -1.8790 -0.8303 1.1881 -0.5 0.4 -1.2
H 1.6569 -1.0497 1.2377 -0.3 0.0 0.0
H 0.0343 0.8391 0.8508 0.9 -0.6 -1.0
H -0.8957 0.6589 -1.6245 0.0 0.5 0.1
H -0.5355 -1.0343 -1.3574 -0.1 -0.2 -0.6
H 1.4278 1.1128 -1.5014 0.3 0.2 0.5
H 2.2841 -0.2601 -0.8378 0.1 0.1 -0.1
H 3.3651 1.0458 0.6565 0.1 0.0 -0.2
H 2.4058 2.3909 0.5015 -0.4 0.0 -0.4
```
Forces are in eV/Å.

natural (NBO) atomic charge list, values in e, 8 entries: N -0.83; C -0.06; C -0.51; S -0.06; C -0.22; N -0.88; H 0.35; H 0.11

Record 4
Computed, not measured: a cluster of 3 separate species, CH14N2Si4 in total in a non-equilibrium geometry, with ωB97M-V with the def2-TZVPD basis set.

Computed properties:
gap between HOMO and LUMO = 0.363 Ha
ΔE to the lowest compared entry with this formula, charge and spin = 0.0 kcal per mole

```
21
Properties=species:S:1:pos:R:3:forces:R:3
C -0.3381 -0.4473 2.5152 -2.2 0.6 -1.2
N -1.7526 -0.4560 -0.6215 2.9 0.7 0.8
N 0.9304 -0.3136 -0.2837 -0.4 -1.7 2.5
Si 0.0554 -0.2581 -1.6555 -3.0 1.1 -2.1
Si -3.0494 0.5642 -1.1438 1.0 -0.1 -1.9
Si 2.6204 -0.5482 0.0759 -0.3 2.0 1.3
Si -0.6664 -0.8878 0.7072 1.8 -1.6 -1.4
H -1.0974 -0.8949 3.1334 -0.1 -0.8 0.3
H 0.6381 -0.6098 2.8810 1.1 -0.5 0.1
H -0.5979 0.5771 2.6518 0.2 1.3 0.1
H 2.0073 2.1102 0.0364 2.3 2.3 -2.2
H 0.4118 1.1663 -2.3503 -0.8 -1.8 0.4
H -0.1762 -1.4870 -2.5603 0.5 1.0 0.4
H -2.5773 0.6777 -2.6715 -0.8 0.3 1.4
H -4.4865 0.1666 -1.1838 0.4 -0.5 0.2
H -3.1277 1.8421 -0.4255 0.2 0.3 0.0
H 2.6789 0.1080 1.5487 0.3 -1.2 -1.4
H 3.1442 -1.9459 -0.0664 -0.2 0.4 0.1
H 3.3875 0.4837 -0.7557 -0.2 -1.1 0.2
H -0.5874 -2.4474 0.6519 -0.1 1.2 0.2
H 2.5833 2.6000 -0.4838 -2.5 -1.9 2.2
```
Forces are in eV/Å.

natural (NBO) atomic charge list, values in e, 8 entries: C -1.12; N -1.69; N -1.76; Si 1.51; Si 1.14; Si 1.08; Si 1.72; H 0.25

Record 5
Computed, not measured: an isolated molecule of C12H16N6O3 in a non-equilibrium geometry, with ωB97M-V with the def2-TZVPD basis set.

Computed properties:
gap between HOMO and LUMO = 0.337 Ha
ΔE to the lowest compared entry with this formula, charge and spin = 106.0 kcal per mole

```
37
Properties=species:S:1:pos:R:3:forces:R:3
C -1.1690 -1.6334 -0.2714 2.8 0.0 -0.1
C -0.1315 -0.7050 0.5633 -1.3 0.4 -1.5
C -2.4865 -1.6242 0.4122 -2.0 -2.6 1.7
C -3.3031 -0.4608 -0.0032 3.0 0.4 0.5
C -4.5009 -0.4929 -0.5206 -4.7 -0.6 0.3
C -3.9400 1.6225 -0.1222 2.8 -0.8 1.3
C 1.2981 1.3628 0.2114 -0.1 0.7 0.6
C 0.5241 2.6373 0.2760 4.6 3.8 3.8
C 2.5863 1.6075 -0.5553 -3.4 -0.3 -1.5
C 3.5300 0.6207 -0.1862 1.8 -0.3 -3.8
C 3.5138 -0.2677 0.7546 -0.5 -2.7 2.2
C 5.1307 -0.7696 -0.7336 -1.1 0.8 1.8
H 0.2169 -3.0285 -1.0184 -0.7 -0.1 2.0
H -0.2815 -3.0715 0.6795 1.6 -0.9 1.9
H -1.2319 -1.2042 -1.2899 -0.1 -0.6 0.3
H -2.3145 -1.5838 1.5299 -0.1 0.1 -1.0
H -3.1381 -2.6753 0.3345 1.8 2.7 -0.4
H -5.2266 -1.3794 -0.4671 1.2 1.7 -0.7
H -3.8072 2.6809 0.2562 -1.1 -1.2 -1.3
H -5.9913 1.0912 -0.6921 2.0 -0.1 0.2
H -0.1008 0.6087 -0.9681 -0.7 -0.5 -1.3
H 1.6834 1.0733 1.1490 -0.4 0.4 1.8
H 2.2437 1.7837 -1.6066 1.3 -0.5 0.4
H 3.0018 2.4516 -0.1637 0.3 3.1 0.6
H 2.7090 -0.3794 1.4505 0.3 -0.8 0.7
H 5.9900 -1.3161 -1.2157 -1.2 0.9 0.7
H 4.6899 -2.1436 0.8044 -0.7 2.2 0.0
H -1.1892 1.6490 0.2167 0.4 1.6 0.0
N -0.5112 -2.9921 -0.2574 -1.6 1.8 -3.7
N -2.8284 0.8442 0.1472 -3.0 0.5 -0.4
N -4.9765 0.8448 -0.5515 -0.5 0.2 0.2
N 0.3559 0.3756 -0.1290 0.2 -2.4 -0.9
N 4.5400 0.3554 -1.0507 1.8 -0.1 -2.6
N 4.5172 -1.1557 0.4586 1.9 -3.6 0.0
O 0.1271 -0.9657 1.7083 0.6 -0.3 0.6
O 1.2205 3.6493 0.6580 -3.3 -2.7 -2.0
O -0.7502 2.5902 0.1924 -2.2 -0.3 -0.2
```
Forces are in eV/Å.

natural (NBO) atomic charge list, values in e, 8 entries: C -0.13; C 0.70; C -0.44; C 0.09; C -0.11; C 0.19; C -0.17; C 0.77

Record 6
Computed, not measured: an isolated molecule of C7H15NO in a non-equilibrium geometry, with ωB97M-V with the def2-TZVPD basis set.

Computed properties:
gap between HOMO and LUMO = 0.298 Ha
ΔE to the lowest compared entry with this formula, charge and spin = 112.5 kcal per mole

```
24
Properties=species:S:1:pos:R:3:forces:R:3
C -1.3953 0.0190 -0.4534 1.2 0.3 -0.2
C 0.9260 -0.5949 0.9211 4.9 1.6 -0.5
C 0.3025 0.5042 0.2159 -6.6 0.0 -1.8
C -1.4944 0.5124 -1.8901 0.3 0.3 0.2
C -2.5594 0.5751 0.3597 0.2 -0.1 0.4
N 0.7880 -1.9276 0.5907 0.1 0.2 -0.3
C 2.5732 0.1319 0.3482 -1.0 -2.2 2.0
C 3.3631 0.8837 1.0922 0.0 0.4 -0.1
O -1.5605 -1.3894 -0.4036 -0.6 -0.7 1.0
H -1.5309 -2.0328 -1.1269 0.2 1.3 -0.4
H 0.9857 -0.4373 1.9975 -0.2 -0.1 -0.1
H 1.0122 -2.5967 1.3109 0.1 -0.1 -0.8
H 0.6792 -2.1177 -0.4006 0.1 -0.6 0.9
H 0.6718 0.9484 -0.7004 0.6 -0.4 0.0
H 0.0573 1.2896 0.9236 0.2 0.3 -0.1
H 2.9132 -0.3251 -0.5772 -0.1 -0.1 -0.1
H -0.6689 0.1169 -2.4834 0.0 -0.1 -0.1
H -2.4556 0.2454 -2.3496 0.2 -0.1 0.2
H -1.4196 1.6010 -1.9143 0.0 0.0 0.0
H -2.5375 0.1653 1.3710 0.1 0.1 0.0
H -2.5257 1.6625 0.4245 0.0 0.0 0.0
H -3.5237 0.2680 -0.0699 0.3 0.1 -0.1
H 3.0122 1.3772 1.9934 0.0 -0.3 0.2
H 4.3868 1.1209 0.8206 -0.1 0.2 -0.2
```
Forces are in eV/Å.

natural (NBO) atomic charge list, values in e, 8 entries: C 0.30; C -0.01; C -0.42; C -0.66; C -0.64; N -0.83; C -0.21; C -0.47